Entry 1:
Here is a molecular structure, C39H35ClN2PbSi2 from the OMol25 dataset. Energies are from ωB97M-V/def2-TZVPD.

energy = -77511.1554 eV
relative energy (zero: lowest compared OMol25 entry of this formula, charge and spin) = 61.8 kcal/mol
orbital gap = 2.83 eV
highest occupied orbital energy = -4.63 eV

CARTESIAN COORDINATES (ANGSTROEM)
C 0.2611 4.1834 2.6049
C 0.9030 2.9665 2.9625
C 1.7012 2.5430 1.8546
H 0.8611 2.4779 3.9400
C 1.5390 3.5136 0.8103
C 0.6584 4.5173 1.2775
H 0.3924 5.4373 0.7505
H -0.3635 4.7973 3.2617
H 2.3849 1.6882 1.8289
H 2.0702 3.5045 -0.1457
Pb -1.1888 2.0575 0.8902
Si -0.7428 -1.2403 -1.1324
C -0.5796 -1.7960 0.7003
C -1.4225 -2.8142 1.1624
H -2.1333 -3.2968 0.4678
C -1.2916 -3.2714 2.4755
H -1.9195 -4.0942 2.8055
C -0.3432 -2.7044 3.3276
H -0.2320 -3.0853 4.3414
C 0.4526 -1.6625 2.8876
H 1.2124 -1.2197 3.5263
C 0.3307 -1.1819 1.5725
H 1.0096 -0.3860 1.2124
C 1.3149 -0.6568 -1.4896
C 2.4256 -1.1352 -0.7714
H 2.3561 -2.0415 -0.1483
C 3.6639 -0.4714 -0.8740
H 4.5343 -0.8994 -0.3692
C 3.7732 0.7034 -1.6102
H 4.7394 1.2107 -1.6884
C 2.6422 1.2557 -2.2160
H 2.7167 2.2004 -2.7618
C 1.4113 0.5760 -2.1579
H 0.5389 1.0405 -2.6276
H -0.8631 0.2306 -1.1706
Si 0.6889 -2.9639 -1.9317
C 1.7463 -3.1130 -3.4329
C 2.7098 -4.1486 -3.4678
H 2.5540 -5.0609 -2.8773
C 3.8786 -3.9609 -4.2147
H 4.6580 -4.7240 -4.1840
C 4.0479 -2.8048 -4.9850
H 4.9812 -2.6473 -5.5314
C 3.0167 -1.8601 -5.0804
H 3.1296 -0.9859 -5.7254
C 1.8421 -2.0287 -4.3395
H 1.0260 -1.3005 -4.4126
C 0.4171 -4.6252 -1.0857
C 1.3093 -4.8243 -0.0029
H 2.0820 -4.0777 0.2056
C 1.2194 -5.9960 0.7606
H 1.9305 -6.1477 1.5819
C 0.2623 -6.9733 0.4629
H 0.2181 -7.8941 1.0593
C -0.6206 -6.7749 -0.6064
H -1.3586 -7.5466 -0.8472
C -0.5557 -5.6044 -1.3898
H -1.2126 -5.4579 -2.2506
H -0.9138 -1.8851 -2.3993
Cl -2.9194 -1.2298 -1.2296
C -3.8048 3.0580 4.6358
C -4.5716 4.1784 4.2796
C -4.4347 4.7101 2.9959
C -3.5464 4.1159 2.0868
N -2.8562 2.9816 2.4286
C -2.9561 2.4867 3.6888
C -3.2457 4.7070 0.7699
C -3.8166 5.9033 0.3209
C -3.3717 6.4717 -0.8673
C -2.3549 5.8346 -1.5873
C -1.8407 4.6302 -1.1167
N -2.3070 4.0610 0.0165
H -3.8502 2.6176 5.6309
H -5.2601 4.6386 4.9891
H -4.9940 5.5882 2.6753
H -2.3350 1.6065 3.9165
H -4.5952 6.3584 0.9273
H -3.8120 7.4019 -1.2165
H -1.9502 6.2476 -2.5036
H -1.0471 4.0914 -1.6438

In elementary charge units, the Löwdin charges are:
1 C -0.235
2 C -0.229
3 C -0.226
4 H 0.086
5 C -0.214
6 C -0.234
7 H 0.087
8 H 0.087
9 H 0.090
10 H 0.084
11 Pb 1.481
12 Si -0.047
13 C -0.330
14 C -0.136
15 H 0.087
16 C -0.088
17 H 0.100
18 C -0.111
19 H 0.096
20 C -0.098
21 H 0.098
22 C -0.145
23 H 0.078
24 C -0.373
25 C -0.170
26 H 0.076
27 C -0.087
28 H 0.099
29 C -0.113
30 H 0.097
31 C -0.115
32 H 0.092
33 C -0.156
34 H 0.080
35 H -0.126
36 Si 0.832
37 C -0.293
38 C -0.090
39 H 0.103
40 C -0.092
41 H 0.100
42 C -0.094
43 H 0.099
44 C -0.084
45 H 0.102
46 C -0.099
47 H 0.103
48 C -0.327
49 C -0.118
50 H 0.088
51 C -0.096
52 H 0.101
53 C -0.108
54 H 0.098
55 C -0.099
56 H 0.096
57 C -0.095
58 H 0.100
59 H -0.057
60 Cl 0.125
61 C -0.033
62 C -0.027
63 C 0.005
64 C -0.197
65 N -0.056
66 C -0.103
67 C -0.196
68 C 0.005
69 C -0.027
70 C -0.030
71 C -0.110
72 N -0.041
73 H 0.115
74 H 0.118
75 H 0.107
76 H 0.125
77 H 0.107
78 H 0.118
79 H 0.114
80 H 0.124

=====

Entry 2:
Here is a molecular structure, C39H35IN4O4PPtS2 from the OMol25 dataset. Energies are from ωB97M-V/def2-TZVPD.

charge = -1
energy = -97470.0276 eV
relative energy (zero: lowest compared OMol25 entry of this formula, charge and spin) = 0.0 kcal/mol
orbital gap = 6.09 eV
highest occupied orbital energy = -5.49 eV

CARTESIAN COORDINATES (ANGSTROEM)
Pt -0.9433 2.8272 -1.2886
O -1.3267 0.8216 -1.4093
C -1.7772 0.5238 -2.7736
C -2.7842 1.6677 -3.1172
O -3.5125 1.5191 -4.0766
O -2.7449 2.6965 -2.3368
C -0.5420 0.5680 -3.6627
C -0.4126 1.4650 -4.7146
C 0.7741 1.5209 -5.4369
C 1.8328 0.6879 -5.1099
C 1.7033 -0.2155 -4.0615
C 0.5190 -0.2812 -3.3485
C -2.4988 -0.8077 -2.8038
C -2.4507 -1.6020 -3.9424
C -3.1586 -2.7927 -3.9959
C -3.9210 -3.2017 -2.9116
C -3.9776 -2.4081 -1.7760
C -3.2766 -1.2146 -1.7279
H -0.7903 0.0855 -0.9875
H -1.2379 2.1158 -4.9753
H 0.8687 2.2248 -6.2544
H 2.7587 0.7424 -5.6694
H 2.5195 -0.8699 -3.7824
H 0.4353 -0.9946 -2.5331
H -1.8579 -1.2865 -4.7904
H -3.1089 -3.4056 -4.8870
H -4.4638 -4.1379 -2.9500
H -4.5603 -2.7184 -0.9177
H -3.3185 -0.6083 -0.8344
S 2.6809 -2.4149 -0.7419
P 1.2275 -2.4127 0.5905
S -0.5698 -1.6538 0.1230
C 1.7611 -1.5918 2.1501
C 0.8135 -1.2527 3.1139
C 1.2032 -0.6503 4.2993
C 2.5448 -0.3725 4.5319
C 3.4924 -0.7079 3.5760
C 3.1021 -1.3222 2.3918
C 0.9280 -4.1160 1.2066
C 1.9418 -5.0643 1.1432
C 1.7450 -6.3358 1.6654
C 0.5339 -6.6679 2.2536
C -0.4848 -5.7255 2.3141
C -0.2896 -4.4558 1.7918
H -0.2358 -1.4374 2.9124
H 0.4573 -0.3815 5.0379
H 2.8485 0.1104 5.4527
H 4.5390 -0.4884 3.7496
H 3.8301 -1.5810 1.6317
H 2.8761 -4.7976 0.6649
H 2.5389 -7.0704 1.6061
H 0.3801 -7.6613 2.6575
H -1.4366 -5.9818 2.7634
H -1.0879 -3.7238 1.8176
O -1.0795 5.6869 -1.6110
N -0.6119 4.6802 -1.1956
C 0.6795 4.6876 -0.3637
C 1.6608 5.6385 -0.8976
N 2.4465 6.3392 -1.3529
C 0.2837 5.0830 0.9910
N -0.0565 5.4253 2.0311
C 2.3114 1.1453 -0.3012
C 1.7941 2.3902 0.4191
C 0.9859 1.9524 1.6377
C 2.9990 3.2255 0.8714
C 0.9737 3.1713 -0.6088
H 2.9207 0.5391 0.3689
H 2.9191 1.4126 -1.1701
H 1.4936 0.5115 -0.6466
H 1.6272 1.3862 2.3175
H 0.1584 1.3020 1.3447
H 0.5831 2.8009 2.1914
H 3.6427 2.6200 1.5132
H 2.7021 4.1052 1.4503
H 3.5938 3.5596 0.0170
H 1.5571 3.1774 -1.5382
I -3.6767 -1.7414 2.4968
C -2.9361 0.1939 2.7222
C -2.4637 0.6340 3.9458
C -2.0189 1.9428 4.0424
C -2.0614 2.7481 2.9153
N -2.4969 2.3196 1.7323
C -2.9275 1.0674 1.6410
H -2.4479 -0.0273 4.8025
H -1.6412 2.3323 4.9786
H -1.7158 3.7741 2.9587
H -3.2849 0.7520 0.6690

In elementary charge units, the Löwdin charges are:
1 Pt 1.314
2 O -0.250
3 C -0.303
4 C -0.609
5 O 0.083
6 O -0.160
7 C -0.172
8 C -0.020
9 C -0.080
10 C -0.091
11 C -0.067
12 C -0.031
13 C -0.153
14 C -0.007
15 C -0.073
16 C -0.090
17 C -0.078
18 C -0.060
19 H -0.051
20 H 0.117
21 H 0.099
22 H 0.097
23 H 0.095
24 H 0.078
25 H 0.122
26 H 0.099
27 H 0.096
28 H 0.089
29 H 0.074
30 S 0.193
31 P 0.065
32 S 0.337
33 C -0.369
34 C -0.114
35 C -0.094
36 C -0.102
37 C -0.093
38 C -0.121
39 C -0.367
40 C -0.109
41 C -0.095
42 C -0.105
43 C -0.091
44 C -0.115
45 H 0.061
46 H 0.094
47 H 0.096
48 H 0.098
49 H 0.066
50 H 0.063
51 H 0.096
52 H 0.094
53 H 0.097
54 H 0.027
55 O 0.107
56 N -0.259
57 C -0.408
58 C -0.153
59 N 0.200
60 C -0.154
61 N 0.217
62 C -0.068
63 C -0.595
64 C -0.040
65 C -0.042
66 C -0.266
67 H 0.062
68 H 0.093
69 H 0.039
70 H 0.076
71 H 0.067
72 H 0.058
73 H 0.088
74 H 0.077
75 H 0.088
76 H 0.104
77 I 0.901
78 C -0.709
79 C -0.154
80 C -0.062
81 C -0.163
82 N 0.077
83 C -0.216
84 H 0.095
85 H 0.105
86 H 0.077
87 H 0.079

=====

Entry 3:
Here is 2 unconnected molecules or ions with the total composition C39H35N2O from the OMol25 dataset. Energies are from ωB97M-V/def2-TZVPD.

charge = +1
energy = -46029.7541 eV
orbital gap = 6.15 eV
highest occupied orbital energy = -10.83 eV

CARTESIAN COORDINATES (ANGSTROEM)
N 7.3484 1.2224 2.8979
C 6.1924 1.2852 2.7070
C 4.7833 1.3820 2.4960
C 3.9108 0.7291 3.3679
C 2.5498 0.6870 3.0905
C 2.0785 1.2040 1.8614
C 0.8508 0.7459 1.2138
C -0.1128 -0.0453 1.9936
N -1.4043 0.3569 2.1700
C -1.8129 1.7534 2.0427
C -3.3224 1.7856 2.3699
C -3.8191 0.3645 2.1364
C -2.5721 -0.5446 2.2338
C 0.3251 -1.3642 2.4644
C 1.5157 -1.9294 1.9448
C 1.6925 -3.3183 1.9479
C 0.8750 -4.1034 2.7644
C -0.1472 -3.5094 3.5191
C -0.3837 -2.1330 3.4138
C 2.9048 2.1272 1.1817
C 4.2565 2.1595 1.4606
H 4.2948 0.2010 4.2297
H 1.8815 0.1077 3.7330
H 0.3908 1.4972 0.5785
H -1.2356 2.4127 2.7105
H -1.6829 2.1320 1.0099
H -3.4678 2.0657 3.4195
H -3.8760 2.5107 1.7635
H -4.5696 0.0305 2.8589
H -4.2674 0.2478 1.1440
H -2.5522 -1.2873 1.4280
H -2.6014 -1.0948 3.1747
H 2.2946 -1.2836 1.5653
H 2.5021 -3.7595 1.3616
H 1.0677 -5.1789 2.8515
H -0.7494 -4.0991 4.2056
H -1.1014 -1.6595 4.0764
H 2.5033 2.6896 0.3308
H 4.9473 2.7338 0.8349
C 5.0038 3.3080 -3.8465
C 4.0940 2.4328 -3.0625
C 4.6047 1.5185 -2.1291
C 3.7525 0.7071 -1.3980
C 2.3445 0.7774 -1.5764
C 1.4702 0.0252 -0.6560
C 0.1067 -0.3618 -1.0900
C -0.8710 0.6262 -1.2849
C -2.2150 0.2851 -1.1996
C -2.5544 -1.0580 -1.0554
O -3.9015 -1.4221 -0.9027
C -4.7097 -1.3996 -2.0417
C -5.4249 -2.5806 -2.2812
C -5.9885 -2.7601 -3.5427
C -5.9264 -1.7416 -4.5044
C -5.2885 -0.5310 -4.1985
C -4.6800 -0.3444 -2.9542
C -1.5910 -2.0698 -1.0699
C -0.2569 -1.7199 -1.0650
C 1.8511 1.5992 -2.6087
C 2.7180 2.4417 -3.3019
H 4.4977 4.2321 -4.1291
H 5.9034 3.5413 -3.2766
H 5.3215 2.8147 -4.7719
H 5.6842 1.4857 -1.9525
H 4.1646 0.0700 -0.6057
H 2.0182 -0.8044 -0.2275
H -0.6046 1.6807 -1.3355
H -2.9796 1.0517 -1.2429
H -5.4480 -3.3485 -1.5009
H -6.4826 -3.7076 -3.7664
H -6.3716 -1.8926 -5.4915
H -5.2500 0.2710 -4.9239
H -4.1683 0.5861 -2.7200
H -1.9123 -3.1130 -1.0462
H 0.5053 -2.4927 -0.9345
H 0.7819 1.6391 -2.8126
H 2.3150 3.1330 -4.0467

In elementary charge units, the Löwdin charges are:
1 N 0.165
2 C -0.172
3 C -0.236
4 C -0.007
5 C -0.022
6 C -0.205
7 C -0.048
8 C -0.069
9 N 0.025
10 C -0.114
11 C -0.137
12 C -0.132
13 C -0.101
14 C -0.153
15 C -0.019
16 C -0.038
17 C -0.043
18 C -0.040
19 C -0.012
20 C -0.022
21 C -0.026
22 H 0.126
23 H 0.119
24 H 0.101
25 H 0.142
26 H 0.117
27 H 0.117
28 H 0.121
29 H 0.122
30 H 0.103
31 H 0.121
32 H 0.103
33 H 0.103
34 H 0.121
35 H 0.121
36 H 0.115
37 H 0.114
38 H 0.131
39 H 0.132
40 C -0.042
41 C -0.262
42 C -0.026
43 C -0.027
44 C -0.198
45 C -0.016
46 C -0.218
47 C -0.043
48 C -0.007
49 C -0.260
50 O -0.025
51 C -0.244
52 C -0.006
53 C -0.074
54 C -0.081
55 C -0.068
56 C -0.016
57 C 0.024
58 C -0.003
59 C -0.001
60 C -0.018
61 H 0.086
62 H 0.085
63 H 0.099
64 H 0.127
65 H 0.127
66 H 0.098
67 H 0.118
68 H 0.119
69 H 0.124
70 H 0.110
71 H 0.108
72 H 0.105
73 H 0.096
74 H 0.137
75 H 0.126
76 H 0.102
77 H 0.123

=====

So what do the calculations give for F_max? Going down the list: 0.067; 0.003; 0.059 hartree/bohr.